(1)
Below is an isolated ion of composition C4H6IN2 and charge +1 in a non-equilibrium geometry, with properties calculated with ωB97M-V/def2-TZVPD.

Multiplicity: 1
Gap between HOMO and LUMO in Ha: 0.32777
Net charge: +1
E in a.u.: -562.8571
E_LUMO in eV: -5.13
SMILES string: C#CN/C(I)=[NH+]/C
ΔE to the lowest compared entry with this formula, charge and spin in kJ/mol: 296.7

CARTESIAN COORDINATES (ANGSTROEM)
1 N -0.390 -2.061 0.497
2 H -0.241 2.010 -0.566
3 H 2.506 -2.789 -1.327
4 C -0.880 -0.789 0.628
5 H -1.898 1.518 -0.159
6 I -2.964 -0.723 1.288
7 C 1.834 -2.404 -0.586
8 H -0.721 2.125 1.171
9 H 0.618 0.105 -0.509
10 C -0.830 1.641 0.203
11 N -0.256 0.315 0.122
12 H -1.048 -2.710 0.915
13 C 0.764 -2.390 -0.069



(2)
Below is an isolated ion of composition C4H6IN2 and charge +1 in a non-equilibrium geometry, with properties calculated with ωB97M-V/def2-TZVPD.

Multiplicity: 3
Gap between HOMO and LUMO (alpha / beta) in Ha: 0.26098 / 0.14835
Net charge: +1
E in a.u.: -562.6780
E_LUMO (alpha / beta) in eV: -4.13 / -9.34
ΔE to the lowest compared entry with this formula, charge and spin in kJ/mol: 297.1

CARTESIAN COORDINATES (ANGSTROEM)
1 H -0.949 2.896 0.943
2 I -3.323 -0.337 -0.054
3 H 0.966 -1.252 1.335
4 H -0.464 -1.970 -0.246
5 N 1.323 -1.307 0.398
6 C 0.399 1.367 -0.147
7 H 2.117 -0.707 0.168
8 H 0.639 -1.430 -1.460
9 N -0.302 0.048 -0.336
10 C -0.645 2.032 0.368
11 C -1.440 0.472 0.069
12 H 1.410 1.468 -0.573
13 C 0.269 -1.280 -0.465



(3)
Below is a 2-piece molecular cluster, C4H6INO overall in a non-equilibrium geometry, with properties calculated with ωB97M-V/def2-TZVPD.

Multiplicity: 1
Gap between HOMO and LUMO in Ha: 0.34840
E in a.u.: -583.6204
E_LUMO in eV: 0.45
SMILES string: [H]/N=C(/C)I.C=C=O
ΔE to the lowest compared entry with this formula, charge and spin in kJ/mol: 260.2

CARTESIAN COORDINATES (ANGSTROEM)
1 O 1.083 2.656 0.978
2 H -0.759 -1.688 -1.694
3 H 0.927 1.413 -1.989
4 H -0.535 2.232 -1.573
5 I -2.757 0.076 -0.007
6 C 0.321 1.805 -1.144
7 N -0.345 -1.446 -0.862
8 H 0.316 -1.390 1.876
9 C -0.652 -0.774 0.101
10 H -0.181 0.231 1.879
11 C 0.738 2.470 -0.106
12 C 0.184 -0.529 1.279
13 H 1.165 -0.207 0.903



(4)
Below is C4H6IO5V as an isolated structure in a non-equilibrium geometry, with properties calculated with ωB97M-V/def2-TZVPD.

Multiplicity: 1
Gap between HOMO and LUMO in Ha: 0.24646
E in a.u.: -1773.8723
E_LUMO in eV: -3.01
ΔE to the lowest compared entry with this formula, charge and spin in kJ/mol: 143.1

CARTESIAN COORDINATES (ANGSTROEM)
1 O 3.306 0.905 0.358
2 C 0.319 -0.710 -0.248
3 V -1.489 0.653 -3.523
4 I -3.164 1.091 -1.101
5 H -0.918 0.884 1.876
6 C 0.470 -0.646 1.232
7 C -0.690 -0.169 2.044
8 C 2.231 0.345 0.411
9 O -0.090 0.233 -2.954
10 H -1.650 -0.668 1.914
11 O 1.479 0.022 -0.632
12 O 1.702 -0.111 1.487
13 O -1.653 1.997 -4.249
14 H -0.373 -0.248 3.084
15 H -0.623 -0.265 -0.566
16 H 0.484 -1.664 -0.749
17 H 0.660 -1.649 1.616



(5)
Below is C4H6IrO3 as an isolated structure in a non-equilibrium geometry, with properties calculated with ωB97M-V/def2-TZVPD.

Multiplicity: 6
Gap between HOMO and LUMO (alpha / beta) in Ha: 0.36884 / 0.22399
Net charge: +2
E in a.u.: -485.0477
E_LUMO (alpha / beta) in eV: -8.56 / -13.78

CARTESIAN COORDINATES (ANGSTROEM)
1 O -1.580 -0.308 -0.221
2 C 1.729 -0.657 0.393
3 H 2.408 -0.246 1.189
4 Ir 1.511 2.371 0.067
5 C 2.439 -1.323 -0.513
6 H 1.942 -1.924 -1.276
7 C -2.740 0.506 0.021
8 H -2.610 1.062 0.956
9 H 3.512 -1.145 -0.593
10 O 0.361 -0.820 0.534
11 O -0.087 1.333 0.046
12 H -3.573 -0.196 0.100
13 H -2.890 1.194 -0.818
14 C -0.423 0.154 0.116



(6)
Below is C4H6KO3 as an isolated structure in a non-equilibrium geometry, with properties calculated with ωB97M-V/def2-TZVPD.

Multiplicity: 2
Gap between HOMO and LUMO (alpha / beta) in Ha: 0.35986 / 0.37654
Net charge: +2
E in a.u.: -980.9964
E_LUMO (alpha / beta) in eV: -8.83 / -9.70
ΔE to the lowest compared entry with this formula, charge and spin in kJ/mol: 0.0

CARTESIAN COORDINATES (ANGSTROEM)
1 H -2.158 0.512 1.813
2 O -0.443 -1.731 -0.948
3 O 0.081 0.260 0.069
4 H 0.759 -3.092 -3.028
5 H 0.959 -3.967 -1.354
6 C -2.642 0.429 0.835
7 H -2.566 1.360 0.264
8 C 1.224 -3.100 -2.033
9 K 1.511 2.628 1.082
10 H 2.325 -3.039 -2.042
11 C -0.764 -0.540 -0.178
12 C 0.727 -2.045 -1.206
13 O -1.995 -0.632 0.081
14 H -3.680 0.109 0.932



(7)
Below is C4H6LuO2 as an isolated structure in a non-equilibrium geometry, with properties calculated with ωB97M-V/def2-TZVPD.

Multiplicity: 1
Gap between HOMO and LUMO in Ha: 0.22646
Net charge: +1
E in a.u.: -1541.6440
E_LUMO in eV: -6.20
ΔE to the lowest compared entry with this formula, charge and spin in kJ/mol: 132.8

CARTESIAN COORDINATES (ANGSTROEM)
1 O -0.159 0.647 -1.803
2 H -2.777 -0.484 -0.431
3 H -1.880 0.000 1.801
4 C 2.799 0.802 1.055
5 O 3.126 -0.389 1.116
6 H -0.094 -0.181 1.119
7 C -1.213 -0.155 0.950
8 C -0.810 -0.554 -1.495
9 Lu 0.984 1.532 -0.345
10 H -0.043 -1.324 -1.276
11 C -1.695 -0.388 -0.280
12 H 3.183 1.396 1.938
13 H -1.421 -0.903 -2.347



(8)
Below is an isolated ion of composition C4H6N and charge +1 in a non-equilibrium geometry, with properties calculated with ωB97M-V/def2-TZVPD.

Multiplicity: 1
Gap between HOMO and LUMO (alpha / beta) in Ha: 0.31194 / 0.31199
Net charge: +1
E in a.u.: -210.3693
E_LUMO (alpha / beta) in eV: -6.29 / -6.29
SMILES string: C=CC=[N+]=C
ΔE to the lowest compared entry with this formula, charge and spin in kJ/mol: 227.8

CARTESIAN COORDINATES (ANGSTROEM)
1 H -2.009 -1.611 1.848
2 H 1.731 2.679 -1.013
3 H -0.183 -2.117 1.761
4 C 0.326 -0.474 -0.470
5 C -1.083 -1.504 1.322
6 C -0.833 -0.629 0.296
7 H -1.558 0.006 0.054
8 C 1.161 1.802 -1.625
9 N 0.741 0.725 -1.203
10 H 0.985 1.956 -2.698
11 H 1.224 -1.228 -0.583



(9)
Below is an isolated ion of composition C4H6N and charge +1 in a non-equilibrium geometry, with properties calculated with ωB97M-V/def2-TZVPD.

Multiplicity: 1
Gap between HOMO and LUMO in Ha: 0.43425
Net charge: +1
E in a.u.: -210.3523
E_LUMO in eV: -3.68
SMILES string: C=C1[C@H]2C[N@@H+]12
ΔE to the lowest compared entry with this formula, charge and spin in kJ/mol: 272.3

CARTESIAN COORDINATES (ANGSTROEM)
1 H -1.045 -0.028 -1.706
2 N -0.470 -0.576 0.542
3 C 0.708 0.144 0.222
4 H -0.987 1.523 1.030
5 H -2.440 -0.101 -0.413
6 C -0.572 0.846 0.343
7 C 1.936 -0.010 -0.274
8 H 2.521 0.861 -0.457
9 H -0.674 -1.142 1.425
10 C -1.302 -0.059 -0.556
11 H 2.418 -1.069 -0.132



(10)
Below is C4H6N2 as an isolated structure in a non-equilibrium geometry, with properties calculated with ωB97M-V/def2-TZVPD.

Multiplicity: 1
Gap between HOMO and LUMO in Ha: 0.40607
E in a.u.: -265.4258
E_LUMO in eV: 0.11
ΔE to the lowest compared entry with this formula, charge and spin in kJ/mol: 288.3

CARTESIAN COORDINATES (ANGSTROEM)
1 N 3.355 -0.357 0.260
2 C -1.199 -0.199 0.054
3 C -0.244 0.307 1.168
4 H -0.182 1.391 1.304
5 H -1.944 -0.954 0.320
6 H -0.332 -0.190 2.139
7 H -0.362 0.334 -2.649
8 H -0.697 0.980 -2.808
9 C 2.197 -0.362 0.231
10 N -0.034 -0.768 -0.676
11 H -1.670 0.599 -0.529
12 C 0.754 -0.302 0.222



(11)
Below is one molecule with the formula C4H6N2 in a non-equilibrium geometry, with properties calculated with ωB97M-V/def2-TZVPD.

Multiplicity: 1
Gap between HOMO and LUMO in Ha: 0.32888
E in a.u.: -265.4416
E_LUMO in eV: 0.98
SMILES string: C/C=N\C=C=N
ΔE to the lowest compared entry with this formula, charge and spin in kJ/mol: 246.8

CARTESIAN COORDINATES (ANGSTROEM)
1 N 2.737 -0.254 -0.318
2 H -0.898 1.512 1.172
3 H 0.486 0.420 -2.458
4 H -0.220 0.037 1.841
5 N -0.750 -0.351 -1.022
6 C -1.104 0.457 1.360
7 H -2.362 -0.734 0.020
8 C 1.672 -0.159 -0.895
9 H 3.278 -1.111 -0.359
10 C -1.388 -0.247 0.060
11 H -1.950 0.364 2.032
12 C 0.499 0.065 -1.432



(12)
Below is one molecule with the formula C4H6N2, with properties calculated with ωB97M-V/def2-TZVPD.

Multiplicity: 1
Gap between HOMO and LUMO in Ha: 0.32782
E in a.u.: -265.5053
E_LUMO in eV: 1.16
SMILES string: Nc1cc[nH]c1
ΔE to the lowest compared entry with this formula, charge and spin in kJ/mol: 79.4

CARTESIAN COORDINATES (ANGSTROEM)
1 H 2.298 -1.445 -0.112
2 N 1.565 0.566 -0.032
3 N -2.023 0.213 -0.289
4 C -0.636 0.108 -0.129
5 H 0.150 2.190 -0.149
6 C 1.416 -0.817 -0.049
7 H -0.321 -2.130 -0.072
8 H 2.092 0.771 0.813
9 H -2.384 1.103 0.031
10 C 0.099 -1.134 -0.093
11 C 0.276 1.118 -0.067
12 H -2.530 -0.545 0.149



- Look up the multiplicity of the ninth one.
  1